1.
The following is a DFT calculation (ωB97M-V with the def2-TZVPD basis set) of a cluster of 5 separate species, C9H30BO6S5 in total.

Last column: natural (NBO) charge in e.
Element x y z (Å)
H (2.011, -2.845, 3.419)  0.25
H (4.009, -3.103, 0.160)  0.23
H (-1.423, 2.467, 2.024)  0.29
H (-0.985, 3.190, -6.126)  0.18
H (-1.794, -4.766, 0.087)  0.23
H (2.137, 2.601, -2.022)  0.23
H (-1.303, -6.574, 3.498)  0.24
S (0.690, 2.672, -0.160)  1.24
H (-0.579, -6.993, 1.921)  0.23
C (-0.782, -4.606, 0.459)  -0.83
S (-1.329, 0.209, 2.637)  1.26
H (1.301, 5.356, -5.065)  0.45
S (-0.784, -4.642, 2.254)  1.26
H (-0.435, -3.618, 0.164)  0.25
C (2.334, -1.843, 3.139)  -0.84
C (-1.299, -6.355, 2.433)  -0.83
S (3.868, -1.959, 2.226)  1.24
O (0.643, -4.591, 2.675)  -1.00
H (2.870, -3.919, 1.288)  0.24
H (0.121, 4.437, -6.614)  0.17
O (-0.010, 0.259, 3.339)  -1.01
H (0.610, 3.407, -2.434)  0.28
H (1.350, 1.035, 1.401)  0.26
H (-0.098, -5.372, 0.093)  0.23
H (2.584, 1.207, 0.139)  0.25
O (4.129, -0.609, 1.650)  -1.00
C (1.513, 1.161, 0.331)  -0.84
O (0.144, 3.949, -4.616)  -0.32
H (-1.650, 5.953, -4.699)  -0.05
C (3.209, -2.964, 0.886)  -0.83
H (1.054, 0.338, -0.220)  0.22
H (0.647, 1.634, -2.297)  0.23
B (-1.782, 5.317, -5.730)  -0.26
H (-2.150, -1.578, 3.945)  0.23
H (2.382, -2.417, 0.432)  0.22
H (-3.040, 1.823, 2.309)  0.23
H (-1.993, 2.211, 3.728)  0.22
H (2.518, -1.219, 4.010)  0.24
H (-1.758, 6.060, -6.699)  -0.06
O (-0.772, 2.394, 0.021)  -1.02
H (-3.478, -0.507, 3.418)  0.22
H (1.588, -1.353, 2.515)  0.25
C (-2.022, 1.857, 2.697)  -0.84
O (1.487, 4.456, -4.769)  -0.49
S (-3.583, 4.518, -5.835)  -0.40
H (-2.391, -0.008, 4.762)  0.23
H (-3.426, 3.600, -4.857)  0.10
H (-2.301, -6.480, 2.023)  0.23
C (-0.622, 4.184, -5.851)  -0.32
C (1.053, 2.567, -1.905)  -0.83
C (-2.463, -0.543, 3.815)  -0.83

Properties
calculated total energy	-2827.964214	Eh
highest occupied orbital energy	-3.946	eV
net charge	-1
E_LUMO	1.5	eV
Kohn-Sham gap	5.41	eV
F_max	0.0074	hartree/bohr

=====

2.
The following is a DFT calculation (ωB97M-V with the def2-TZVPD basis set) of a cluster of 7 separate species, C9H30N2O11S in total in a non-equilibrium geometry.

Last column: natural (NBO) charge in e.
Element x y z (Å)
O (-21.756, 11.718, 15.954)  -0.69
N (-22.816, 3.755, 14.319)  0.51
O (-28.912, 1.946, 19.439)  -0.74
H (-26.350, 6.012, 18.332)  0.17
H (-20.015, 11.196, 13.365)  0.25
N (-22.321, 6.254, 21.275)  0.53
H (-31.161, 5.417, 13.274)  0.16
H (-29.379, -0.024, 18.919)  0.17
C (-22.269, 7.765, 21.447)  -0.48
H (-31.028, 6.467, 11.947)  0.18
H (-29.011, 1.083, 17.565)  0.17
H (-27.395, 7.128, 19.055)  0.16
H (-30.322, 6.415, 20.630)  0.47
H (-30.391, 8.423, 21.733)  0.16
C (-30.772, 6.399, 13.004)  -0.25
C (-21.032, 10.817, 13.466)  -0.81
H (-21.264, 7.999, 21.801)  0.24
H (-23.312, 12.202, 14.736)  0.17
H (-21.103, 9.902, 12.879)  0.25
O (-22.537, 9.381, 15.411)  -0.91
O (-21.970, 3.073, 14.937)  -0.37
H (-24.004, 14.061, 15.570)  0.22
O (-29.437, 6.740, 13.212)  -0.72
H (-24.179, 3.598, 15.905)  0.23
H (-24.745, 4.678, 14.532)  0.24
H (-26.832, 7.326, 17.350)  0.18
H (-22.907, 7.992, 22.301)  0.23
H (-29.672, 7.261, 22.800)  0.16
H (-31.392, 7.610, 22.971)  0.18
O (-22.647, 5.556, 22.217)  -0.39
O (-22.124, 5.729, 20.200)  -0.37
C (-30.586, 7.482, 22.249)  -0.24
O (-22.601, 4.407, 13.275)  -0.38
H (-28.695, 1.549, 20.286)  0.47
H (-23.283, 13.843, 17.179)  0.21
H (-28.352, 5.086, 18.068)  0.48
H (-22.590, 8.227, 20.514)  0.24
C (-29.476, 0.996, 18.547)  -0.25
C (-23.045, 12.189, 15.793)  -0.08
H (-29.167, 6.649, 14.129)  0.47
H (-21.745, 11.589, 13.174)  0.23
H (-22.278, 14.259, 15.806)  0.22
O (-20.097, 9.886, 15.895)  -0.90
C (-24.231, 3.764, 14.829)  -0.48
S (-21.386, 10.272, 15.277)  2.27
C (-23.143, 13.670, 16.112)  -0.62
H (-23.795, 11.697, 16.412)  0.19
C (-27.214, 6.634, 18.101)  -0.25
H (-31.440, 7.168, 13.391)  0.16
O (-31.011, 6.561, 21.282)  -0.72
H (-24.594, 2.841, 14.377)  0.24
H (-30.525, 1.214, 18.343)  0.17
O (-28.362, 5.952, 17.654)  -0.72

Properties
calculated total energy	-1695.897885	Eh
SMILES	CCOS(C)(=O)=O.C[N+](=O)[O-].C[N+](=O)[O-].CO.CO.CO.CO
highest occupied orbital energy	-10.328	eV
E_LUMO	0.1	eV
Kohn-Sham gap	10.45	eV
F_max	0.0652	hartree/bohr

=====

3.
The following is a DFT calculation (ωB97M-V with the def2-TZVPD basis set) of a cluster of 6 separate species, C9H31N11O6 in total in a non-equilibrium geometry.

Last column: natural (NBO) charge in e.
Element x y z (Å)
C (1.210, 3.375, 0.090)  0.78
C (0.963, 1.568, 4.442)  -0.05
N (1.822, 4.264, 0.830)  -0.80
C (0.139, -0.755, -1.254)  0.78
H (-0.260, -3.279, -2.932)  0.43
H (0.693, -0.068, 2.874)  0.16
N (2.305, 1.855, 4.021)  -0.83
H (1.155, -0.558, 4.371)  0.19
H (-2.235, -2.584, -2.944)  0.40
H (0.185, 2.890, 2.860)  0.20
O (1.398, 2.152, 0.277)  -0.72
H (0.747, -1.607, 0.490)  0.43
H (0.240, 1.157, -1.104)  0.39
N (1.003, -4.182, -0.300)  -0.84
N (-0.580, 3.181, -5.214)  -0.83
H (0.747, 0.123, 0.401)  0.41
H (-0.327, 0.692, -2.701)  0.44
H (1.761, 5.252, 0.629)  0.39
H (2.572, 4.004, 1.455)  0.42
O (-0.955, 0.060, 4.154)  -0.54
N (0.392, 3.884, -0.856)  -0.84
O (0.936, -3.599, 1.816)  -0.68
O (-1.423, 1.442, -4.083)  -0.68
H (-2.390, 4.516, -4.239)  0.40
H (-1.670, -0.405, 2.346)  0.17
H (2.321, 1.876, 3.012)  0.35
H (0.670, -3.304, -0.670)  0.43
N (0.541, -0.767, -0.031)  -0.82
N (-2.369, 3.521, -4.069)  -0.84
O (-2.200, -5.686, -3.175)  -0.71
H (0.951, 1.536, 5.532)  0.19
C (-1.495, 2.607, -4.454)  0.77
C (-1.541, -0.898, 3.309)  -0.27
H (-3.516, -3.662, -3.502)  0.40
N (-2.586, -3.511, -3.136)  -0.83
C (0.101, 2.740, 3.936)  -0.64
H (-3.097, 3.182, -3.456)  0.40
H (-0.575, 4.127, -5.569)  0.39
N (1.633, -5.602, 1.142)  -0.83
H (0.294, 3.653, 4.499)  0.20
N (-0.547, -4.240, -3.055)  -0.82
H (0.405, 4.881, -1.014)  0.38
H (2.530, 2.781, 4.356)  0.35
C (0.461, 0.149, 3.917)  -0.07
H (-0.337, 3.360, -1.319)  0.42
H (-2.601, -1.089, 3.472)  0.19
O (-0.031, -1.837, -1.833)  -0.78
H (-1.106, -1.896, 3.248)  0.20
H (-0.921, 2.453, 4.182)  0.22
H (1.878, -6.100, 0.298)  0.38
H (0.106, -4.972, -2.817)  0.38
N (-0.024, 0.445, -1.770)  -0.85
H (0.271, 2.657, -5.359)  0.41
H (1.880, -5.954, 2.056)  0.40
C (1.122, -4.409, 0.979)  0.76
H (1.147, -4.887, -1.010)  0.37
C (-1.792, -4.536, -3.127)  0.74

Properties
calculated total energy	-1415.396737	Eh
SMILES	COC[C@H](C)N.NC(N)=O.NC(N)=O.NC(N)=O.NC(N)=O.NC(N)=O
highest occupied orbital energy	-8.578	eV
E_LUMO	-0.2	eV
Kohn-Sham gap	8.34	eV
F_max	0.0996	hartree/bohr
energy above the lowest of the compared OMol25 structures with the same formula, charge and spin	1.466	eV

=====

4.
The following is a DFT calculation (ωB97M-V with the def2-TZVPD basis set) of a cluster of 7 separate species, C9H31N6O7 in total in a non-equilibrium geometry.

Last column: natural (NBO) charge in e.
Element x y z (Å)
C (1.107, -0.521, -2.787)  -0.06
O (0.045, 0.181, 0.393)  -1.29
O (-1.153, 1.817, 2.234)  -0.77
H (-0.750, 1.598, -0.492)  0.43
H (2.119, -0.368, -2.400)  0.16
H (1.153, -0.250, -4.908)  0.21
N (-0.106, -4.680, -1.025)  -0.86
H (-0.155, 3.600, 1.954)  0.16
N (-0.968, 2.421, -1.054)  -0.87
O (-0.057, 4.221, -2.142)  -0.69
H (0.310, 3.756, 4.541)  0.20
H (-1.408, 3.702, 4.126)  0.20
N (2.644, 0.161, 1.853)  -0.88
C (0.063, 3.209, -1.463)  0.77
H (0.781, -0.438, 0.400)  0.44
H (-0.441, -5.576, -1.314)  0.39
H (1.314, 1.839, -0.586)  0.41
H (0.739, -0.742, 4.267)  0.40
H (0.346, -0.322, 2.645)  0.42
H (1.852, 0.471, 1.301)  0.40
H (0.201, -1.685, -4.333)  0.22
H (-3.344, 0.459, -0.322)  0.15
H (-1.974, 0.201, -2.447)  0.21
H (1.972, -1.706, -4.354)  0.20
N (1.285, 2.729, -1.060)  -0.87
H (-1.909, 2.761, -0.993)  0.40
C (1.093, -1.076, -4.201)  -0.63
O (-2.257, -1.266, -0.168)  -0.76
H (1.212, -3.065, 1.450)  0.41
C (2.365, -0.269, 3.129)  0.77
O (0.666, -5.563, 0.922)  -0.70
H (2.117, 3.123, -1.453)  0.39
H (-0.775, 1.277, 1.513)  0.51
H (-0.381, -3.837, -1.503)  0.41
H (0.670, -2.591, -0.121)  0.40
H (3.541, 0.545, 1.627)  0.40
H (-0.622, 2.259, 4.692)  0.21
H (0.253, -0.982, -1.101)  0.50
N (0.835, -3.320, 0.557)  -0.84
C (-0.465, 3.147, 4.077)  -0.62
O (3.228, -0.395, 3.986)  -0.68
C (-0.182, 2.754, 2.658)  -0.06
C (-3.218, -0.497, -0.850)  -0.06
C (-2.905, -0.356, -2.336)  -0.64
H (-3.722, 0.152, -2.853)  0.19
C (0.475, -4.581, 0.209)  0.77
H (0.510, 0.393, -2.745)  0.18
H (-4.212, -0.955, -0.762)  0.15
N (1.052, -0.547, 3.336)  -0.86
H (0.824, 2.326, 2.528)  0.15
O (0.534, -1.491, -1.885)  -0.79
H (-1.504, -0.669, 0.024)  0.51
H (-2.801, -1.354, -2.761)  0.20

Properties
calculated total energy	-1216.928455	Eh
highest occupied orbital energy	-7.063	eV
net charge	-1
E_LUMO	2.9	eV
Kohn-Sham gap	9.99	eV
F_max	0.0248	hartree/bohr
energy above the lowest of the compared OMol25 structures with the same formula, charge and spin	0.000	eV

=====

What did the second record say?
The following is a DFT calculation (ωB97M-V with the def2-TZVPD basis set) of a cluster of 7 separate species, C9H30N2O11S in total in a non-equilibrium geometry.

Last column: natural (NBO) charge in e.
Element x y z (Å)
O (-21.756, 11.718, 15.954)  -0.69
N (-22.816, 3.755, 14.319)  0.51
O (-28.912, 1.946, 19.439)  -0.74
H (-26.350, 6.012, 18.332)  0.17
H (-20.015, 11.196, 13.365)  0.25
N (-22.321, 6.254, 21.275)  0.53
H (-31.161, 5.417, 13.274)  0.16
H (-29.379, -0.024, 18.919)  0.17
C (-22.269, 7.765, 21.447)  -0.48
H (-31.028, 6.467, 11.947)  0.18
H (-29.011, 1.083, 17.565)  0.17
H (-27.395, 7.128, 19.055)  0.16
H (-30.322, 6.415, 20.630)  0.47
H (-30.391, 8.423, 21.733)  0.16
C (-30.772, 6.399, 13.004)  -0.25
C (-21.032, 10.817, 13.466)  -0.81
H (-21.264, 7.999, 21.801)  0.24
H (-23.312, 12.202, 14.736)  0.17
H (-21.103, 9.902, 12.879)  0.25
O (-22.537, 9.381, 15.411)  -0.91
O (-21.970, 3.073, 14.937)  -0.37
H (-24.004, 14.061, 15.570)  0.22
O (-29.437, 6.740, 13.212)  -0.72
H (-24.179, 3.598, 15.905)  0.23
H (-24.745, 4.678, 14.532)  0.24
H (-26.832, 7.326, 17.350)  0.18
H (-22.907, 7.992, 22.301)  0.23
H (-29.672, 7.261, 22.800)  0.16
H (-31.392, 7.610, 22.971)  0.18
O (-22.647, 5.556, 22.217)  -0.39
O (-22.124, 5.729, 20.200)  -0.37
C (-30.586, 7.482, 22.249)  -0.24
O (-22.601, 4.407, 13.275)  -0.38
H (-28.695, 1.549, 20.286)  0.47
H (-23.283, 13.843, 17.179)  0.21
H (-28.352, 5.086, 18.068)  0.48
H (-22.590, 8.227, 20.514)  0.24
C (-29.476, 0.996, 18.547)  -0.25
C (-23.045, 12.189, 15.793)  -0.08
H (-29.167, 6.649, 14.129)  0.47
H (-21.745, 11.589, 13.174)  0.23
H (-22.278, 14.259, 15.806)  0.22
O (-20.097, 9.886, 15.895)  -0.90
C (-24.231, 3.764, 14.829)  -0.48
S (-21.386, 10.272, 15.277)  2.27
C (-23.143, 13.670, 16.112)  -0.62
H (-23.795, 11.697, 16.412)  0.19
C (-27.214, 6.634, 18.101)  -0.25
H (-31.440, 7.168, 13.391)  0.16
O (-31.011, 6.561, 21.282)  -0.72
H (-24.594, 2.841, 14.377)  0.24
H (-30.525, 1.214, 18.343)  0.17
O (-28.362, 5.952, 17.654)  -0.72

Properties
calculated total energy	-1695.897885	Eh
SMILES	CCOS(C)(=O)=O.C[N+](=O)[O-].C[N+](=O)[O-].CO.CO.CO.CO
highest occupied orbital energy	-10.328	eV
E_LUMO	0.1	eV
Kohn-Sham gap	10.45	eV
F_max	0.0652	hartree/bohr

=====

> Look up the Kohn-Sham gap of the fourth one.

9.99 eV